# 1
# C8H13IN

An isolated ion of composition C8H13IN and charge +1 (ωB97M-V/def2-TZVPD, OMol25).

The geometry in XYZ format:
```
23
Properties=species:S:1:pos:R:3
C 2.166 -2.687 -0.369
C 0.697 -2.731 -0.141
C 2.700 -1.520 -0.079
C -0.066 -1.823 0.400
C 1.875 -0.261 0.486
C 0.631 -0.657 1.110
C -2.000 1.883 -0.395
C -0.680 1.171 -0.419
N -0.373 0.744 0.925
I 0.562 -0.932 3.298
H 2.539 -3.573 -0.809
H 0.379 -3.712 -0.512
H 3.795 -1.281 -0.179
H -1.173 -1.750 0.539
H 2.584 0.408 1.032
H 1.616 0.151 -0.536
H -2.110 2.733 -1.076
H -2.806 1.153 -0.655
H -2.308 2.282 0.561
H 0.075 1.751 -0.748
H -0.658 0.229 -1.013
H -1.259 0.488 1.463
H 0.127 1.467 1.472
```

relative energy (zero: lowest compared OMol25 entry of this formula, charge and spin): 15.9 kcal/mol
orbital gap: 9.06 eV
total energy: -664.74990 Eh
spin multiplicity: 1
LUMO energy: -0.1374 hartree
SMILES: CC[NH2+][C@@]1(I)C=CC=CC1
HOMO: -0.470 Ha
net charge: +1

# 2
# C23H40N4O2S2SiTi

C23H40N4O2S2SiTi as an isolated structure (ωB97M-V/def2-TZVPD, OMol25).

The geometry in XYZ format:
```
73
Properties=species:S:1:pos:R:3
Ti -0.218 0.452 -0.717
C 1.474 5.757 3.495
Si 1.404 3.926 3.948
C 3.152 3.249 3.956
C 0.777 3.778 5.728
C 0.096 3.128 2.840
C -1.217 3.428 3.147
C -2.282 2.914 2.402
C -1.965 2.096 1.345
N -0.709 1.794 1.000
C 0.337 2.281 1.713
S 1.892 1.831 1.185
H 2.153 6.303 4.156
H 0.488 6.222 3.562
H 1.829 5.877 2.470
H 3.730 3.830 4.684
H 3.619 3.320 2.978
H 3.177 2.200 4.254
H 1.484 4.249 6.415
H 0.688 2.726 6.008
H -0.195 4.247 5.885
H -1.442 4.072 3.993
H -3.313 3.141 2.636
H -2.741 1.667 0.723
O -1.356 -3.160 -1.501
C -0.631 -2.519 -2.567
C 0.785 -2.240 -2.190
C 1.820 -2.959 -2.727
C 3.145 -2.788 -2.295
C 3.326 -1.879 -1.221
C 2.261 -1.202 -0.706
N 0.966 -1.304 -1.172
H -1.018 -2.755 -0.690
H -1.149 -1.589 -2.832
H -0.669 -3.191 -3.426
H 1.580 -3.684 -3.499
H 3.965 -3.343 -2.728
H 4.302 -1.704 -0.785
H 2.401 -0.499 0.107
N -3.469 -1.433 1.400
C -2.633 -1.010 0.425
O -1.413 -1.039 0.595
C -3.204 -0.543 -0.888
C -2.245 0.439 -1.558
H -3.074 -1.658 2.297
H -4.459 -1.302 1.312
H -4.232 -0.182 -0.744
H -3.277 -1.465 -1.477
H -2.577 1.473 -1.401
H -2.233 0.293 -2.639
C 1.015 -3.121 2.024
S 1.071 -1.560 2.921
C 2.852 -1.320 3.002
H 1.493 -3.927 2.582
H 1.482 -3.016 1.044
H -0.037 -3.368 1.879
H 3.295 -1.533 2.028
H 3.320 -1.945 3.764
H 3.023 -0.268 3.223
C 0.129 2.284 -4.127
C 1.077 2.196 -2.927
C 1.446 3.603 -2.443
C 2.346 1.429 -3.317
N 0.430 1.493 -1.862
H 0.582 2.847 -4.949
H -0.800 2.778 -3.835
H -0.115 1.282 -4.484
H 1.981 4.162 -3.218
H 2.071 3.531 -1.553
H 0.541 4.154 -2.176
H 2.860 1.910 -4.155
H 2.095 0.403 -3.595
H 3.026 1.381 -2.465
```

relative energy (zero: lowest compared OMol25 entry of this formula, charge and spin): 26.0 kcal/mol
orbital gap (spin up / spin down): 3.91 / 6.73 eV
total energy: -3205.37630 Eh
spin multiplicity: 2
LUMO energy (spin up / spin down): 0.0859 / 0.0859 hartree
expectation value of S²: 0.77
HOMO (spin up / spin down): -0.058 / -0.161 Ha
net charge: -1

# 3
# C25H32AsCoO9PS

C25H32AsCoO9PS as an isolated structure (ωB97M-V/def2-TZVPD, OMol25).

The geometry in XYZ format:
```
70
Properties=species:S:1:pos:R:3
Co 0.481 0.054 -0.419
C 2.307 -0.401 2.165
O 1.210 -1.001 1.451
C 1.355 -2.402 1.269
C 1.851 -2.712 -0.122
O 0.830 -2.263 -1.003
C 1.194 -2.313 -2.377
C 0.037 -1.728 -3.142
O -0.219 -0.434 -2.637
C -1.285 0.205 -3.323
H 3.223 -0.416 1.573
H 2.436 -0.929 3.113
H 2.037 0.634 2.346
H 0.368 -2.853 1.410
H 2.032 -2.809 2.022
H 2.002 -3.790 -0.247
H 2.781 -2.176 -0.338
H 1.357 -3.352 -2.686
H 2.098 -1.722 -2.531
H -0.861 -2.349 -3.021
H 0.281 -1.678 -4.209
H -2.201 -0.393 -3.256
H -1.027 0.344 -4.377
H -1.434 1.170 -2.851
O 4.568 0.946 -2.370
As 3.451 1.293 -1.030
O 4.354 1.297 0.323
O 2.286 0.100 -1.228
C 2.759 2.997 -1.681
C 3.556 3.684 -2.591
C 3.173 4.921 -3.089
C 1.982 5.498 -2.681
C 1.176 4.829 -1.773
C 1.563 3.589 -1.286
S 0.439 2.811 -0.154
O -0.263 3.849 0.546
O -0.448 1.943 -0.977
O 1.248 1.893 0.665
H 5.431 0.807 -1.959
H 4.485 3.237 -2.916
H 3.814 5.435 -3.794
H 1.682 6.467 -3.059
H 0.252 5.266 -1.421
C -3.092 0.722 0.019
P -1.760 -0.365 0.638
C -1.587 0.124 2.385
C -1.422 -0.822 3.394
C -1.152 -0.422 4.693
C -1.035 0.927 4.997
C -1.190 1.874 3.996
C -1.463 1.477 2.695
C -2.622 -1.971 0.726
C -3.762 -2.123 1.519
C -4.443 -3.327 1.546
C -3.994 -4.399 0.783
C -2.861 -4.259 -0.002
C -2.177 -3.049 -0.030
H -3.974 0.663 0.656
H -3.353 0.404 -0.991
H -2.730 1.746 -0.033
H -1.507 -1.878 3.169
H -1.031 -1.166 5.470
H -0.818 1.239 6.011
H -1.088 2.928 4.219
H -1.555 2.234 1.929
H -4.110 -1.298 2.128
H -5.325 -3.433 2.165
H -4.527 -5.340 0.806
H -2.504 -5.092 -0.594
H -1.283 -2.943 -0.633
```

relative energy (zero: lowest compared OMol25 entry of this formula, charge and spin): 0.0 kcal/mol
orbital gap (spin up / spin down): 9.11 / 9.49 eV
total energy: -6007.12908 Eh
spin multiplicity: 4
LUMO energy (spin up / spin down): 0.0182 / 0.0180 hartree
expectation value of S²: 3.76
HOMO (spin up / spin down): -0.317 / -0.331 Ha

# 4
# C31H62Cl18NO3S

A 10-piece molecular cluster, C31H62Cl18NO3S overall (ωB97M-V/def2-TZVPD, OMol25).

The geometry in XYZ format:
```
116
Properties=species:S:1:pos:R:3
C -2.821 1.080 1.840
C -1.370 0.708 1.467
C -0.659 0.249 2.764
S 0.314 -1.272 2.581
O -0.209 -2.066 1.303
C 0.915 -2.451 0.436
C 0.433 -3.074 -0.854
C -0.324 -4.370 -0.489
C -0.389 -2.121 -1.782
C -1.909 -2.383 -1.731
C -0.086 -0.620 -1.609
N -0.080 -2.110 3.974
C 0.702 -3.318 4.107
C 0.248 -4.408 5.054
O 1.686 -3.442 3.522
C -1.524 -2.298 4.234
C -2.488 -2.762 3.179
O -1.888 -2.054 5.297
H -3.387 1.372 0.963
H -3.301 0.247 2.355
H -2.819 1.900 2.556
H -1.440 -0.058 0.707
H -0.890 1.621 1.134
H -1.390 0.191 3.571
H 0.076 0.990 3.065
H 1.488 -3.210 0.969
H 1.614 -1.636 0.277
H 1.290 -3.415 -1.430
H -0.553 -4.899 -1.410
H 0.308 -5.017 0.118
H -1.212 -4.176 0.103
H -0.104 -2.379 -2.802
H -2.387 -1.626 -2.350
H -2.089 -3.332 -2.227
H -2.292 -2.414 -0.715
H -0.932 -0.145 -1.120
H -0.051 -0.183 -2.598
H 0.873 -0.396 -1.151
H -0.829 -4.563 5.050
H 0.733 -5.338 4.794
H 0.566 -4.098 6.046
H -2.239 -3.756 2.806
H -3.506 -2.712 3.533
H -2.431 -2.096 2.313
Cl -1.702 0.897 -4.432
C -1.742 2.680 -4.433
C -0.536 3.268 -3.750
Cl -0.551 2.962 -1.986
H -2.665 2.998 -3.956
H -1.767 2.997 -5.475
H -0.528 4.348 -3.884
H 0.389 2.863 -4.153
Cl 2.221 0.368 -4.781
C 2.538 0.444 -6.541
C 2.443 1.850 -7.072
Cl 0.769 2.468 -7.042
H 1.835 -0.222 -7.036
H 3.545 0.060 -6.702
H 2.771 1.878 -8.110
H 3.065 2.534 -6.498
Cl 6.538 -4.305 -8.364
C 6.516 -3.396 -6.833
C 5.311 -2.497 -6.726
Cl 5.380 -1.136 -7.878
H 7.443 -2.832 -6.763
H 6.497 -4.130 -6.028
H 5.261 -2.063 -5.727
H 4.385 -3.036 -6.904
Cl 2.614 -4.301 -5.727
C 1.228 -4.372 -4.610
C -0.083 -4.539 -5.334
Cl -0.522 -3.081 -6.259
H 1.236 -3.464 -4.009
H 1.398 -5.224 -3.951
H -0.882 -4.710 -4.613
H -0.056 -5.381 -6.022
Cl -4.219 4.406 -2.702
C -5.651 5.378 -3.140
C -5.767 5.573 -4.630
Cl -4.478 6.624 -5.268
H -5.583 6.328 -2.617
H -6.524 4.842 -2.770
H -6.715 6.054 -4.864
H -5.723 4.626 -5.163
Cl 3.435 -1.785 8.429
C 1.837 -1.104 8.031
C 1.583 -1.088 6.546
Cl 2.613 0.079 5.675
H 1.778 -0.107 8.460
H 1.092 -1.730 8.520
H 0.551 -0.796 6.358
H 1.752 -2.069 6.108
Cl -0.868 -1.382 10.119
C -2.448 -0.681 9.685
C -2.641 -0.666 8.191
Cl -1.519 0.479 7.410
H -2.500 0.318 10.110
H -3.217 -1.292 10.155
H -3.654 -0.350 7.945
H -2.474 -1.648 7.755
Cl -4.956 10.125 -4.298
C -4.658 10.263 -6.050
C -4.752 11.689 -6.532
Cl -6.420 12.312 -6.463
H -5.370 9.620 -6.562
H -3.655 9.879 -6.231
H -4.435 11.745 -7.572
H -4.121 12.351 -5.944
Cl 7.164 -2.834 9.178
C 6.868 -1.082 9.029
C 8.019 -0.264 9.559
Cl 8.173 -0.391 11.329
H 5.943 -0.852 9.550
H 6.725 -0.874 7.969
H 7.857 0.788 9.329
H 8.963 -0.571 9.116
```

orbital gap: 8.84 eV
total energy: -10180.25044 Eh
spin multiplicity: 1
LUMO energy: -0.1078 hartree
HOMO: -0.433 Ha
net charge: +1

# 5
# C2H2NO2S2

An isolated ion of composition C2H2NO2S2 and charge -1 (ωB97M-V/def2-TZVPD, OMol25).

The geometry in XYZ format:
```
9
Properties=species:S:1:pos:R:3
C -0.959 0.042 0.143
C 0.231 -0.474 1.016
N -0.618 1.029 -0.705
O -2.070 -0.359 0.363
O 0.697 0.324 -2.662
S 1.861 -0.109 0.333
S 0.717 1.134 -1.418
H 0.071 -0.118 2.056
H 0.070 -1.469 0.874
```

relative energy (zero: lowest compared OMol25 entry of this formula, charge and spin): 27.8 kcal/mol
orbital gap: 8.24 eV
total energy: -1079.07446 Eh
spin multiplicity: 1
LUMO energy: 0.1331 hartree
HOMO: -0.170 Ha
net charge: -1

# 6
# C5H12N2

One molecule with the formula C5H12N2 (ωB97M-V/def2-TZVPD, OMol25).

The geometry in XYZ format:
```
19
Properties=species:S:1:pos:R:3
C 0.807 0.309 -0.197
C 1.015 0.388 -1.714
C 0.474 1.698 0.365
C -2.258 -1.678 0.728
N 2.059 -0.128 0.405
C -1.327 -0.538 0.504
N -0.181 -0.726 0.036
H 2.279 -1.064 0.072
H 1.956 -0.184 1.412
H -1.738 0.448 0.771
H 0.155 0.858 -2.190
H 1.913 0.967 -1.924
H 1.136 -0.616 -2.116
H -0.426 2.103 -0.094
H 0.336 1.651 1.444
H 1.307 2.363 0.148
H -2.607 -1.676 1.761
H -3.126 -1.557 0.086
H -1.775 -2.618 0.504
```

relative energy (zero: lowest compared OMol25 entry of this formula, charge and spin): 11.2 kcal/mol
orbital gap: 10.43 eV
total energy: -307.21152 Eh
spin multiplicity: 1
LUMO energy: 0.0388 hartree
SMILES: C/C=N/C(C)(C)N
HOMO: -0.345 Ha